1.
Entry from OMol25: a molecular structure, C78H94F3KN3O3P2SbSi2Te (ωB97M-V/def2-TZVPD).

Gap between HOMO and LUMO ... 0.244 Ha
E_tot ... -165668.3126 eV
Multiplicity ... 1
HOMO level ... -6.47 eV
Relative energy (zero: lowest compared OMol25 entry of this formula, charge and spin) ... 0.0 kJ/mol
Net charge ... 0

Last column: Löwdin charge in e.
Atoms and positions in Å:
K 0.01905 -0.45379 -0.50802  0.431
C 7.70954 0.00426 5.04128  -0.088
O 6.85354 -1.05732 4.65635  -0.083
C 6.96704 -1.46909 3.37267  -0.308
C 7.79073 -0.86567 2.43892  -0.021
C 7.84050 -1.37390 1.13872  -0.040
C 7.04020 -2.43018 0.75294  -0.294
C 6.21267 -3.02835 1.70790  -0.016
C 6.19695 -2.56757 3.00837  -0.002
N 7.25016 -3.02674 -0.55338  0.055
N 6.29957 -3.39028 -1.29306  0.058
C 4.92132 -2.99481 -1.12260  -0.253
C 3.99036 -3.98137 -1.37682  -0.043
C 2.62237 -3.79612 -1.17176  -0.019
C 2.08186 -2.56445 -0.74659  -0.417
O 0.85887 -2.42369 -0.43217  -0.344
C 3.03305 -1.43478 -0.74972  -0.136
N 2.51142 -0.16690 -0.72015  0.035
C 3.32300 0.86599 -0.76325  -0.153
C 4.71767 0.73885 -0.87647  -0.048
C 5.25987 -0.51495 -0.95382  -0.008
C 4.43494 -1.66584 -0.87913  -0.094
H 7.53394 0.17473 6.09681  0.090
H 7.48357 0.91917 4.48986  0.092
H 8.75834 -0.25273 4.88829  0.095
H 8.41074 -0.01461 2.70425  0.101
H 8.51219 -0.92797 0.40680  0.115
H 5.60545 -3.88313 1.42605  0.119
H 5.58514 -3.04648 3.76594  0.121
H 4.37025 -4.95257 -1.68789  0.112
H 1.92490 -4.62048 -1.31637  0.101
H 2.85611 1.85227 -0.75705  0.086
H 5.34364 1.62444 -0.94744  0.104
H 6.32135 -0.62779 -1.11777  0.102
C -5.33148 -0.90117 -5.68702  -0.083
C -4.62212 0.04736 -4.96588  -0.091
C -3.58750 -0.35575 -4.12487  -0.127
C -3.23996 -1.70374 -3.99252  -0.363
C -3.96875 -2.64971 -4.71968  -0.097
C -5.00222 -2.25066 -5.56276  -0.074
P -1.82999 -2.04816 -2.84659  1.107
C -0.43740 -2.40794 -4.00379  -0.368
C -0.54012 -3.20995 -5.14160  -0.091
C 0.56734 -3.43438 -5.95058  -0.078
C 1.79992 -2.86097 -5.63556  -0.078
C 1.91759 -2.06174 -4.50910  -0.067
C 0.79888 -1.83915 -3.70651  -0.122
C -2.22533 -3.75691 -2.27298  -0.387
C -1.22997 -4.73376 -2.19607  -0.086
C -1.53465 -6.02622 -1.76899  -0.069
C -2.83961 -6.36376 -1.43611  -0.087
C -3.83550 -5.39413 -1.49572  -0.095
C -3.52861 -4.09341 -1.88257  -0.125
H -6.14404 -0.59605 -6.34136  0.104
H -4.87268 1.10205 -5.05294  0.102
H -3.02952 0.38929 -3.55947  0.054
H -3.74379 -3.70640 -4.62203  0.103
H -5.55624 -2.99758 -6.12329  0.104
H -1.48783 -3.66438 -5.40618  0.103
H 0.47000 -4.06127 -6.83244  0.106
H 2.66495 -3.04291 -6.26795  0.106
H 2.87530 -1.61725 -4.24371  0.116
H 0.89409 -1.21840 -2.83202  0.049
H -0.20849 -4.47945 -2.47201  0.095
H -0.74980 -6.77545 -1.71710  0.106
H -3.08189 -7.37610 -1.12095  0.106
H -4.85821 -5.65392 -1.23748  0.106
H -4.31508 -3.34410 -1.91983  0.108
F -4.27768 -8.00576 3.41790  0.059
C -3.80530 -6.85629 2.91247  -0.300
C -2.45195 -6.60537 2.98646  -0.008
C -1.97526 -5.40326 2.47551  -0.120
C -2.83215 -4.46364 1.89599  -0.354
C -4.18854 -4.77789 1.81537  -0.133
C -4.68811 -5.97257 2.33224  -0.010
Sb -1.93979 -2.61118 1.20122  1.600
C -1.38555 -2.23975 3.26324  -0.359
C -0.14601 -2.75686 3.65895  -0.153
C 0.28814 -2.68488 4.98011  -0.023
C -0.52748 -2.06657 5.90020  -0.300
F -0.10960 -1.97265 7.17035  0.065
C -1.75744 -1.53779 5.56300  -0.007
C -2.18379 -1.63402 4.23782  -0.103
C -3.76642 -1.45988 1.10505  -0.363
C -3.86648 -0.55176 0.04149  -0.140
C -5.00939 0.21777 -0.15880  -0.001
C -6.05632 0.06918 0.72293  -0.297
F -7.15800 0.80372 0.54317  0.069
C -6.01313 -0.80924 1.78457  -0.009
C -4.86299 -1.56891 1.97051  -0.141
H -1.78994 -7.34064 3.43637  0.121
H -0.90632 -5.20810 2.53294  0.093
H -4.87842 -4.09992 1.32644  0.089
H -5.74576 -6.22013 2.28159  0.120
H 0.51077 -3.22050 2.92018  0.109
H 1.24856 -3.08843 5.29318  0.126
H -2.37319 -1.07647 6.32922  0.117
H -3.15155 -1.21822 3.97414  0.077
H -3.04282 -0.43358 -0.65657  0.057
H -5.09233 0.91573 -0.98594  0.121
H -6.86405 -0.89312 2.45022  0.122
H -4.83765 -2.26356 2.80339  0.098
C 1.96090 5.07488 -1.97898  -0.181
Si 0.79617 5.23408 -3.41531  0.357
C 1.73620 4.89010 -4.97892  -0.175
C 0.10988 6.95883 -3.45214  -0.186
C -0.66366 4.08798 -3.26295  -0.588
Te -0.23078 2.03096 -2.90217  1.239
C 0.58933 1.65601 -4.84549  -0.549
Si -0.53679 1.65110 -6.35315  0.378
C -2.17210 2.50749 -6.10232  -0.194
C -0.86819 -0.10747 -6.80893  -0.164
C 0.36047 2.47981 -7.74897  -0.181
H 2.97814 5.36339 -2.28004  0.044
H 1.99411 4.03722 -1.61522  -0.003
H 1.65776 5.72766 -1.14974  0.022
H 2.31703 5.77732 -5.27087  0.044
H 1.06534 4.63213 -5.81561  0.018
H 2.44082 4.05659 -4.83759  0.035
H 0.91596 7.70674 -3.52622  0.038
H -0.46644 7.16618 -2.53692  0.033
H -0.56278 7.09831 -4.31466  0.039
H -1.25998 4.13113 -4.18314  -0.008
H -1.31941 4.39347 -2.43627  0.003
H 1.01527 0.64715 -4.75530  -0.015
H 1.42561 2.35084 -4.96550  -0.023
H -2.57346 2.31960 -5.09554  0.003
H -2.89500 2.11684 -6.83343  0.039
H -2.09992 3.59517 -6.25083  0.033
H -1.34832 -0.64183 -5.98309  0.016
H 0.06911 -0.63699 -7.04813  0.042
H -1.53463 -0.16793 -7.68390  0.048
H 0.55588 3.54172 -7.53591  0.015
H -0.24024 2.42241 -8.67007  0.040
H 1.32684 1.98809 -7.94276  0.043
O -0.44026 0.97687 1.01489  -0.549
P -0.00519 1.92646 2.12540  0.834
C -1.31937 1.92239 3.39494  -0.293
C -2.70561 2.01803 2.70482  -0.163
C -3.86559 1.79272 3.70511  -0.169
C -3.48944 2.15859 5.15080  -0.188
C -2.53847 3.35168 5.14879  -0.183
C -1.17864 2.92679 4.57378  -0.181
C 0.43644 3.49766 1.29613  -0.318
C 1.43453 4.47146 1.95149  -0.166
C 0.79342 5.52850 2.85508  -0.188
C -0.34356 6.25352 2.12922  -0.186
C -1.39489 5.24949 1.64618  -0.183
C -0.77116 4.23524 0.67877  -0.176
C 1.54081 1.39361 2.85830  -0.330
C 1.86710 2.05816 4.22960  -0.168
C 1.62686 1.07331 5.37843  -0.189
C 2.56624 -0.13627 5.25875  -0.166
C 2.68092 -0.63671 3.79458  -0.164
C 1.52869 -0.14008 2.93439  -0.192
H -1.21602 0.89884 3.77105  0.102
H -2.76063 1.28652 1.90872  0.084
H -2.81687 3.00074 2.23557  0.094
H -4.19449 0.75498 3.65651  0.080
H -4.71604 2.40261 3.39063  0.113
H -2.98502 1.31052 5.63357  0.100
H -4.38642 2.37276 5.73382  0.109
H -2.39780 3.74243 6.15844  0.112
H -2.97313 4.16066 4.54945  0.111
H -0.59812 2.45980 5.37245  0.098
H -0.63042 3.81554 4.26633  0.062
H 0.96279 2.99772 0.47497  0.093
H 1.94225 4.99382 1.13490  0.107
H 2.21082 3.92635 2.49502  0.094
H 1.55717 6.23763 3.17740  0.114
H 0.39822 5.06135 3.76036  0.080
H 0.06481 6.79341 1.26443  0.113
H -0.80074 6.99385 2.78941  0.110
H -2.22447 5.76446 1.15643  0.116
H -1.80807 4.72980 2.52145  0.085
H -0.41677 4.77978 -0.20576  0.094
H -1.51098 3.50938 0.33115  0.106
H 2.29557 1.68619 2.12172  0.118
H 1.27798 2.96841 4.38723  0.078
H 2.91801 2.36432 4.24169  0.122
H 0.58271 0.73586 5.36352  0.093
H 1.78329 1.57647 6.33454  0.117
H 2.20462 -0.93597 5.91088  0.089
H 3.55852 0.13926 5.62338  0.106
H 2.71360 -1.72966 3.76367  0.099
H 3.61825 -0.29203 3.34784  0.113
H 0.58626 -0.48143 3.35246  0.079
H 1.60353 -0.56233 1.92845  0.103

2.
Entry from OMol25: a gas-phase ion, C4H10N (charge +1) (ωB97M-V/def2-TZVPD).

Gap between HOMO and LUMO ... 0.381 Ha
E_tot ... -5792.4316 eV
Multiplicity ... 1
HOMO level ... -14.09 eV
Relative energy (zero: lowest compared OMol25 entry of this formula, charge and spin) ... 137.6 kJ/mol
Net charge ... +1

Last column: natural (NBO) charge in e.
Atoms and positions in Å:
C 1.10143 -0.85604 -0.08973  -0.225
C -0.17099 -0.53553 0.73915  -0.469
C -0.84670 0.70276 0.26044  -0.321
C -1.08198 1.77230 1.04020  -0.260
N 0.73867 -0.77103 -1.54095  -0.676
H 1.89796 -0.15367 0.14276  0.236
H 1.50484 -1.83211 0.17109  0.237
H -0.76593 -1.45626 0.75257  0.237
H 0.08897 -0.51456 1.80220  0.254
H -1.64150 0.56478 -0.48543  0.204
H -1.80573 2.52672 0.78952  0.231
H -0.41868 1.78827 1.89828  0.201
H -0.19610 -1.13482 -1.77752  0.445
H 0.59336 0.21667 -1.78709  0.456
H 1.43430 -1.24255 -2.09731  0.451